Entry 1:
C17H28ClSi2 | the ωB97M-V functional and the def2-TZVPD basis

Calculated values
* HOMO-LUMO gap: 6.7483 eV
* HOMO energy: -12.0 eV
* LUMO level: -5.237 eV
* calculated total energy: -1703.4842 a.u.
* total charge: +1

Each line ends with the Löwdin charge.
Cartesian coordinates (Å):
1 C 1.47032 -2.46171 -0.82542  -0.168
2 Si 0.23238 -1.73222 0.32247  0.706
3 C 0.79345 -1.91113 2.06207  -0.167
4 H 0.62951 0.05098 0.05645  0.074
5 C -1.34663 -2.74391 0.15811  -0.332
6 Si -2.75783 -1.66311 -0.28483  0.377
7 C -4.35603 -2.59427 -0.61682  -0.170
8 C -3.06979 -0.45598 1.11546  -0.172
9 C -2.35191 -0.69215 -1.83361  -0.170
10 H 1.53424 -3.56464 -0.68022  0.077
11 H 1.32133 -2.27653 -1.89441  0.051
12 H 2.41589 -2.03153 -0.51468  0.034
13 H 0.90175 -2.98453 2.32787  0.078
14 H 1.77584 -1.45466 2.08047  0.031
15 H 0.15915 -1.44431 2.82464  0.052
16 H -1.25507 -3.57027 -0.60191  0.079
17 H -1.60082 -3.30660 1.10080  0.082
18 H -5.14400 -1.90335 -0.94052  0.042
19 H -4.21734 -3.34609 -1.39921  0.037
20 H -4.69249 -3.09359 0.30031  0.039
21 H -3.62578 0.40190 0.70533  0.040
22 H -3.68724 -0.94123 1.90089  0.053
23 H -2.15919 -0.07069 1.58189  0.007
24 H -3.19524 0.00394 -2.00692  0.055
25 H -1.42258 -0.08704 -1.76696  -0.004
26 H -2.25316 -1.34814 -2.71577  0.054
27 Cl 6.39932 2.84766 1.32019  0.729
28 C 4.82253 2.29612 0.93645  -0.679
29 C 3.86952 2.18630 1.92684  -0.085
30 C 2.53729 1.82156 1.61728  0.001
31 C 2.16842 1.55143 0.26089  -0.191
32 C 0.71862 1.27562 -0.11428  -0.226
33 C 0.32703 1.81478 -1.53944  -0.119
34 C -1.06880 2.47956 -1.42237  -0.158
35 C -1.36207 2.36548 0.05127  -0.044
36 C -0.30918 1.91641 0.77741  -0.058
37 C 3.17650 1.62313 -0.70287  -0.039
38 C 4.48556 1.97461 -0.38772  -0.074
39 H 4.15408 2.34739 2.96279  0.113
40 H 1.83589 1.70896 2.41896  0.098
41 H 1.07915 2.56424 -1.89409  0.135
42 H 0.24733 1.00316 -2.27716  0.111
43 H -1.15163 3.53440 -1.77239  0.139
44 H -1.72697 1.89257 -2.05683  0.081
45 H -2.32611 2.67154 0.45266  0.119
46 H -0.19241 2.00922 1.86605  0.120
47 H 2.93774 1.35085 -1.74203  0.125
48 H 5.27944 1.98584 -1.13712  0.117

***

Entry 2:
C4H2F3N4O | the ωB97M-V functional and the def2-TZVPD basis

Calculated values
* HOMO-LUMO gap: 8.2176 eV
* HOMO energy: -4.6 eV
* LUMO level: 3.610 eV
* calculated total energy: -747.4505 a.u.
* total charge: -1

Each line ends with the Löwdin charge.
Cartesian coordinates (Å):
1 C 1.31750 0.52372 -2.49128  -0.594
2 C -0.22220 0.03308 0.25935  0.143
3 C 0.04953 1.20367 0.18957  -0.042
4 C 0.19856 2.60144 0.55693  -0.659
5 N 0.75326 0.41273 -3.68215  -0.005
6 N 0.20458 1.61794 -3.87506  -0.156
7 N 0.42598 2.38472 -2.86690  -0.127
8 N 1.14119 1.73205 -1.94694  -0.021
9 O 1.99529 -0.47056 -1.84795  0.011
10 F -0.18228 2.77616 1.87048  0.076
11 F -0.57057 3.44081 -0.12949  0.137
12 F 1.45528 3.05294 0.52049  0.120
13 H 2.33204 -0.05896 -1.04470  0.082
14 H -0.35616 -0.98242 0.03005  0.034

***

Entry 3:
C5H14N2 | the ωB97M-V functional and the def2-TZVPD basis

Calculated values
* HOMO-LUMO gap: 9.8739 eV
* HOMO energy: -8.8 eV
* LUMO level: 1.102 eV
* calculated total energy: -308.3740 a.u.
* total charge: 0

Each line ends with the Löwdin charge.
Cartesian coordinates (Å):
1 C 2.57009 0.06527 -0.64125  -0.106
2 C 1.37464 -0.47825 -1.48342  -0.275
3 C 0.24695 0.52309 -1.51506  -0.204
4 C -0.37656 0.71736 -0.08496  -0.242
5 N -1.41537 -0.26032 0.11142  -0.094
6 C -2.28037 -0.16974 1.25621  -0.295
7 N -1.60498 -0.11316 2.61600  -0.002
8 H 2.47209 -0.44031 0.30426  0.060
9 H 3.51933 -0.21363 -1.07720  0.062
10 H 2.42755 1.14048 -0.63657  0.066
11 H 1.79746 -0.94638 -2.42568  0.117
12 H 1.08765 -1.37070 -0.92022  0.085
13 H -0.58419 0.23809 -2.12844  0.099
14 H 0.67033 1.51172 -1.75146  0.106
15 H 0.41335 0.72444 0.68579  0.104
16 H -0.79590 1.72702 -0.17955  0.118
17 H -1.06624 -1.18969 -0.08185  0.106
18 H -2.91550 -1.05891 1.18382  0.108
19 H -2.82587 0.77613 1.17056  0.103
20 H -2.04983 -0.78714 3.22991  0.047
21 H -0.66466 -0.39537 2.36771  0.036

***

Entry 4:
C30H67Br2Cl6Cs2F6KN3O9P4S2 | the ωB97M-V functional and the def2-TZVPD basis

Calculated values
* HOMO-LUMO gap: 4.5044 eV
* HOMO energy: -8.0 eV
* LUMO level: -3.506 eV
* calculated total energy: -13334.7003 a.u.
* total charge: +1

Each line ends with the Löwdin charge.
Cartesian coordinates (Å):
1 C 1.14673 7.55006 2.80145  -0.125
2 C 1.86775 7.55918 1.44902  -0.250
3 C 3.27618 6.97519 1.57298  -0.209
4 C 3.84644 6.34604 0.29503  -0.201
5 C 3.04589 5.20226 -0.31470  -0.204
6 C 3.41491 3.80346 0.25586  -0.193
7 C 2.23846 2.84385 0.51847  -0.679
8 O 2.70996 1.56782 0.94849  -0.181
9 C 3.39116 0.89651 -0.11695  -0.232
10 C 2.85227 -0.49937 -0.33715  -0.375
11 O 2.79342 -1.25007 0.92029  -0.064
12 C 1.53958 -1.68700 1.26694  -0.588
13 N 0.64584 -0.58489 1.47496  0.177
14 C 0.23023 -0.30530 2.57709  -0.759
15 S -0.45325 0.00259 3.94419  0.791
16 O 1.10969 -2.54515 0.25394  -0.031
17 C -0.27216 -2.84541 0.31654  -0.167
18 C -1.14350 -2.28196 -0.83781  -0.301
19 C -0.35093 -1.79511 -2.04622  -0.046
20 C -2.11536 -1.22110 -0.27532  -0.129
21 C -3.50211 -1.75732 0.13534  -0.379
22 C -4.06124 -0.78634 1.21213  -0.051
23 C -3.51295 -3.15583 0.78807  -0.146
24 S 1.82804 -2.71858 2.80512  0.708
25 C 2.84087 -4.06229 2.23433  -0.107
26 O 2.61751 -2.02170 3.77437  -0.265
27 O 0.58735 -3.29788 3.31795  -0.387
28 P 4.15854 -1.35691 -1.41112  1.063
29 C 3.52846 -1.11643 -3.13625  -0.393
30 C 4.13438 -2.14239 -4.11956  -0.143
31 C 4.04593 -3.18623 -1.14802  -0.411
32 C 5.40650 -3.87849 -1.29424  -0.162
33 P 1.01520 2.76223 -0.91967  0.678
34 N 0.04314 1.53020 -0.70009  -0.304
35 P 1.25569 3.46451 2.01645  0.879
36 O 0.29946 4.70960 1.52974  -0.293
37 O 2.33365 4.05343 3.09602  -0.267
38 H 1.22606 6.56267 3.25237  0.045
39 H 0.08690 7.74163 2.64438  0.070
40 H 1.57993 8.27180 3.48906  -0.021
41 H 1.24525 7.03527 0.72882  0.082
42 H 1.91429 8.59745 1.12251  0.106
43 H 3.92865 7.82245 1.80424  0.102
44 H 3.35273 6.31939 2.43923  0.088
45 H 3.92998 7.15455 -0.42649  0.076
46 H 4.86330 6.02320 0.52570  0.113
47 H 3.31264 5.18057 -1.37130  0.108
48 H 1.97147 5.36223 -0.29172  0.064
49 H 4.14850 3.36984 -0.42395  0.109
50 H 3.94693 3.97808 1.19222  0.099
51 H 4.43792 0.80116 0.17405  0.113
52 H 3.37853 1.46140 -1.04535  0.106
53 H 1.93109 -0.49654 -0.90602  0.088
54 H -0.74174 -2.54787 1.24935  0.067
55 H -0.34862 -3.93811 0.26019  0.137
56 H -1.76654 -3.11087 -1.18785  0.117
57 H 0.41905 -2.53368 -2.27355  0.083
58 H 0.06210 -0.80517 -1.88734  0.033
59 H -1.01602 -1.80620 -2.90610  0.072
60 H -1.66561 -0.72816 0.57865  0.091
61 H -2.28450 -0.46589 -1.04150  0.129
62 H -4.21724 -1.71258 -0.69376  0.020
63 H -3.30231 -0.59722 1.97029  0.075
64 H -4.88211 -1.27332 1.74380  0.072
65 H -4.45809 0.13133 0.79104  0.089
66 H -2.90011 -3.22623 1.69680  -0.159
67 H -3.28481 -3.97532 0.09018  0.088
68 H -4.54303 -3.34640 1.11101  0.096
69 H 3.16309 -4.55637 3.14531  0.085
70 H 2.32613 -4.69893 1.52721  0.078
71 H 3.71992 -3.59904 1.79845  0.065
72 H 3.67420 -0.09545 -3.46504  0.068
73 H 2.46256 -1.32519 -3.08569  0.048
74 H 4.97807 -2.68989 -3.70823  0.043
75 H 3.36999 -2.86089 -4.39982  0.066
76 H 4.46438 -1.63625 -5.02049  0.070
77 H 3.56495 -3.36454 -0.19626  0.019
78 H 3.36248 -3.58054 -1.90132  0.070
79 H 5.29193 -4.71952 -1.97687  0.067
80 H 6.14392 -3.23148 -1.75882  0.048
81 H 5.78455 -4.28721 -0.36236  0.062
82 H 1.81767 2.71808 -2.06403  -0.093
83 H 0.33961 3.99084 -0.97094  0.017
84 H -0.89477 1.91764 -0.65831  -0.042
85 H -0.47448 4.26878 1.16212  0.035
86 H 2.92199 3.32582 3.33637  0.068
87 C -5.52524 -8.81435 -2.18524  -0.033
88 C -4.15502 -8.48901 -1.57921  -0.469
89 C -4.17068 -7.10152 -0.94651  -0.232
90 O -4.13277 -6.05793 -1.94380  -0.194
91 C -5.35662 -5.41482 -2.19955  -0.240
92 N -3.13074 -8.48491 -2.65442  0.179
93 H -5.77640 -8.18661 -3.04754  0.073
94 H -5.55955 -9.85084 -2.52519  0.088
95 H -6.30340 -8.68572 -1.43572  0.092
96 H -3.82732 -9.27369 -0.86197  -0.002
97 H -3.27025 -6.98132 -0.35993  0.013
98 H -5.02401 -6.98615 -0.27524  0.134
99 H -6.00923 -5.38692 -1.31938  0.101
100 H -5.88075 -5.89138 -3.03647  0.100
101 H -5.12213 -4.39882 -2.48991  -0.191
102 H -3.22027 -9.26839 -3.29772  0.171
103 H -2.19727 -8.49488 -2.20008  0.095
104 H -3.21011 -7.60977 -3.18054  0.155
105 Cl -2.17630 -8.88337 0.12306  -0.112
106 Cs -5.98667 -2.53575 -2.54689  1.245
107 O 3.12072 7.92787 -2.27289  -0.046
108 H 3.61101 8.59750 -2.76085  0.046
109 H 2.37085 7.72327 -2.84103  0.048
110 Cl 0.51918 1.71128 -3.68280  -0.431
111 C -2.38381 -0.18403 -7.32097  -2.057
112 Cl -1.56573 -1.12911 -8.56804  0.524
113 Cl -3.99160 -0.90334 -7.01048  0.452
114 Cl -1.43731 -0.17580 -5.83631  0.486
115 Cl -2.60553 1.46980 -7.87835  0.543
116 F -8.81873 1.70257 1.51876  -0.158
117 P -7.52615 1.05317 2.26587  0.369
118 F -6.32245 1.31868 3.40164  -0.839
119 F -7.23399 0.28650 0.83381  -0.206
120 F -7.42587 -0.52336 2.74998  -0.191
121 F -8.54083 1.26384 3.54463  -0.180
122 F -6.63583 2.29296 1.61999  -0.204
123 Br 2.81443 10.24562 4.74422  0.655
124 C 4.38957 9.17885 5.14502  -0.680
125 C 4.11607 8.16647 6.22392  -0.702
126 Br 4.05343 8.98748 7.98599  0.607
127 H 5.18117 9.87290 5.40598  0.050
128 H 4.63974 8.67671 4.21232  0.047
129 H 4.92382 7.43998 6.27395  0.058
130 H 3.17203 7.65069 6.08302  0.048
131 K -2.24684 -4.03848 2.79969  1.020
132 Cs -5.27513 2.58760 4.66725  1.381